DFT (ωB97M-V/def2-TZVPD) results for a structure of composition C45H40Cl2GeO2P2Tc at a distorted geometry.

Computed properties:
Electronic energy, eV: -153727.6163
Net charge: +2
Multiplicity: 4
Maximum force, eV Å⁻¹: 3.21

Last column: Löwdin charge in e.
Cartesian coordinates (Å):
Tc: 0.21567 -0.55997 0.21539  1.190
O: 1.59697 -1.43077 -1.03471  -0.779
P: 2.19177 -0.24987 1.85539  0.984
C: 2.27887 1.59943 1.57139  -0.367
P: 0.58717 2.21983 1.12579  0.765
O: -0.44303 1.10553 1.18909  -0.511
C: 0.59427 2.92423 -0.55481  -0.300
C: 1.71987 3.14843 -1.33871  -0.122
C: 1.58127 3.76843 -2.56971  -0.058
C: 0.33747 4.20453 -2.99691  -0.050
C: -0.78783 3.98763 -2.21671  -0.050
C: -0.66173 3.32953 -1.00731  -0.058
C: 0.14957 3.48383 2.31689  -0.299
C: 0.91087 4.64853 2.35119  -0.074
C: 0.57727 5.64723 3.24509  -0.049
C: -0.50843 5.47823 4.09439  -0.040
C: -1.25473 4.30973 4.06389  -0.048
C: -0.92883 3.30183 3.17379  -0.062
C: 1.85397 -0.36157 3.64169  -0.355
C: 2.85817 -0.63647 4.56789  -0.067
C: 2.53827 -0.78787 5.90649  -0.049
C: 1.22437 -0.66387 6.32859  -0.047
C: 0.22567 -0.37367 5.41209  -0.057
C: 0.53227 -0.22997 4.07119  -0.105
C: 3.91727 -0.80107 1.66559  -0.417
C: 4.07987 -2.10937 1.20709  -0.120
C: 5.34437 -2.66327 1.11579  -0.055
C: 6.44667 -1.91647 1.49929  -0.044
C: 6.29177 -0.61277 1.94449  -0.064
C: 5.03217 -0.04387 2.02129  -0.130
H: 2.99057 1.79773 0.76829  0.022
H: 2.61707 2.12953 2.46369  0.079
H: 2.70747 2.86343 -0.99961  0.078
H: 2.45317 3.93563 -3.18361  0.117
H: 0.25017 4.72103 -3.93861  0.123
H: -1.75343 4.34113 -2.54311  0.123
H: -1.53143 3.12813 -0.39601  0.122
H: 1.75037 4.76223 1.67639  0.115
H: 1.16047 6.55423 3.27749  0.117
H: -0.77253 6.26633 4.78149  0.119
H: -2.09413 4.18253 4.72959  0.117
H: -1.49883 2.38353 3.13599  0.107
H: 3.88637 -0.73877 4.25279  0.100
H: 3.31417 -1.02197 6.62019  0.118
H: 0.97627 -0.80437 7.36889  0.118
H: -0.79813 -0.28367 5.74089  0.115
H: -0.25703 -0.02687 3.35699  0.079
H: 3.20297 -2.68917 0.94079  0.106
H: 5.47667 -3.67547 0.76549  0.119
H: 7.42977 -2.35157 1.44879  0.119
H: 7.15687 -0.04387 2.24909  0.120
H: 4.92047 0.97233 2.37549  0.115
C: -1.40573 -1.59487 -0.00741  -0.261
Ge: -2.58833 -1.85647 -1.59351  1.001
C: -4.55063 -2.13367 -1.38351  -0.295
C: -5.26273 -2.39317 -2.55141  -0.144
C: -6.63603 -2.55147 -2.51181  -0.064
C: -7.30243 -2.44617 -1.30171  -0.066
C: -6.59803 -2.18657 -0.13921  -0.074
C: -5.22023 -2.03397 -0.17311  -0.108
C: -1.76923 -3.53947 -2.28511  -0.267
C: -0.38893 -3.67097 -2.35361  -0.127
C: 0.16517 -4.81057 -2.90871  -0.080
C: -0.65043 -5.83437 -3.36491  -0.067
C: -2.02533 -5.72457 -3.24921  -0.063
C: -2.58473 -4.58257 -2.70291  -0.096
C: -2.35103 -0.25067 -2.74921  -0.270
C: -1.07843 0.15703 -3.12911  -0.139
C: -0.91533 1.22153 -3.99771  -0.098
C: -2.02533 1.89163 -4.48911  -0.086
C: -3.29583 1.50663 -4.09781  -0.059
C: -3.45613 0.44523 -3.22291  -0.091
H: -1.73433 -2.30317 0.76059  0.002
H: -4.73953 -2.46677 -3.49861  0.111
H: -7.18273 -2.75127 -3.42111  0.113
H: -8.37423 -2.56557 -1.27051  0.112
H: -7.12183 -2.09897 0.80029  0.109
H: -4.67543 -1.83417 0.73999  0.094
H: 0.25367 -2.89337 -1.95241  0.047
H: 1.23817 -4.90047 -2.98041  0.102
H: -0.21653 -6.72667 -3.78931  0.111
H: -2.67103 -6.52527 -3.57611  0.113
H: -3.65863 -4.51347 -2.59731  0.092
H: -0.21973 -0.40097 -2.76981  0.050
H: 0.07267 1.52533 -4.31501  0.103
H: -1.90073 2.70913 -5.18251  0.112
H: -4.16173 2.02383 -4.48331  0.114
H: -4.45043 0.14663 -2.92011  0.096
Cl: 2.26797 -0.05097 -1.45761  0.957
C: 3.94897 -0.56277 -1.91601  -0.698
Cl: 5.10817 0.58333 -1.24901  0.675
H: 3.99447 -0.57677 -3.00591  0.071
H: 4.07427 -1.54817 -1.46021  0.057

---

DFT (ωB97M-V/def2-TZVPD) results for a structure of composition C45H41AsCl2N2O4RhS at a distorted geometry.

Computed properties:
Electronic energy, eV: -158232.1393
Net charge: -1
Multiplicity: 1
Maximum force, eV Å⁻¹: 1.74

Last column: Löwdin charge in e.
Cartesian coordinates (Å):
Rh: 0.12854 -0.55252 0.04292  0.918
O: 0.26906 0.36668 3.83044  0.055
C: 0.79667 0.26719 2.73834  -0.576
O: 0.17717 0.58516 1.63462  -0.236
C: 2.25682 -0.12433 2.64201  -0.151
C: 2.94746 -0.17241 3.85381  -0.053
C: 4.30121 -0.43961 3.91451  -0.105
C: 4.99185 -0.67759 2.73154  -0.104
C: 4.32631 -0.64622 1.52339  -0.144
C: 2.95450 -0.36073 1.44937  -0.549
S: 2.33140 -0.31250 -0.19368  0.748
H: 2.37074 0.01603 4.74944  0.113
H: 4.81313 -0.46845 4.86800  0.093
H: 6.05286 -0.89737 2.75090  0.096
H: 4.86365 -0.84640 0.60402  0.089
Cl: 2.06726 -3.76644 3.87510  0.770
C: 1.96461 -5.49391 3.82405  -0.575
C: 2.73347 -6.23950 4.69838  -0.116
C: 2.66050 -7.62270 4.67595  -0.098
C: 1.84362 -8.24662 3.74856  -0.125
C: 1.10082 -7.48984 2.85878  -0.584
Cl: 0.20555 -8.33075 1.62999  0.721
C: 1.10252 -6.08838 2.88854  -0.305
N: 0.36657 -5.31674 2.00922  0.071
C: -1.02744 -5.46154 1.83447  -0.233
C: -1.83365 -6.00880 2.82658  -0.039
C: -3.20172 -6.11328 2.64100  -0.090
C: -3.78087 -5.65485 1.46771  -0.094
C: -2.97473 -5.10609 0.48179  -0.034
C: -1.59833 -5.01101 0.64121  -0.159
C: -0.74104 -4.46092 -0.46575  -0.042
C: -0.32392 -3.02086 -0.26653  -0.607
O: 0.07965 -2.62244 0.86613  -0.073
O: -0.36199 -2.22917 -1.25236  -0.098
H: 3.37471 -5.72280 5.39891  0.101
H: 3.24823 -8.21116 5.36711  0.100
H: 1.79266 -9.32458 3.68338  0.098
H: 0.66684 -4.35175 1.90788  0.077
H: -1.38083 -6.34566 3.75128  0.116
H: -3.81644 -6.53998 3.42353  0.099
H: -4.85088 -5.72173 1.32046  0.096
H: -3.41695 -4.74975 -0.44164  0.112
H: -1.25895 -4.52847 -1.42077  0.121
H: 0.18222 -5.04415 -0.53779  0.133
C: -4.35597 6.74442 -2.59267  -0.060
C: -3.31516 5.76152 -2.12918  -0.277
C: -2.78799 5.81428 -0.85159  -0.028
C: -1.82576 4.90285 -0.41327  -0.304
C: -1.35841 5.05332 1.01754  -0.089
C: -1.35180 3.91120 -1.28679  -0.275
As: 0.02371 2.67210 -0.53245  1.343
N: -0.71929 1.01786 -0.89786  -0.368
C: -2.07300 0.78540 -0.62470  -0.396
C: -2.84784 1.58449 0.23823  -0.041
C: -4.19653 1.34443 0.41372  -0.084
C: -4.81486 0.27491 -0.22585  -0.111
C: -4.06099 -0.54508 -1.04981  -0.098
C: -2.71301 -0.29159 -1.26110  -0.050
C: 1.41647 2.80648 -1.96239  -0.277
C: 2.16831 3.99525 -1.85351  -0.287
C: 1.82064 5.08634 -0.86957  -0.092
C: 3.26994 4.21844 -2.67255  -0.032
C: 3.67952 3.28243 -3.60708  -0.280
C: 4.90372 3.50197 -4.45363  -0.061
C: 2.93615 2.11950 -3.71024  -0.028
C: 1.81606 1.85562 -2.91972  -0.283
C: 1.12202 0.54474 -3.20425  -0.090
C: -1.89486 3.84259 -2.57937  -0.252
C: -1.45656 2.79973 -3.56496  -0.049
C: -2.86007 4.75897 -2.97574  -0.022
H: -4.64139 7.42344 -1.78909  0.068
H: -5.25523 6.23033 -2.93750  0.076
H: -3.98440 7.34517 -3.42566  0.076
H: -3.14377 6.57189 -0.15992  0.109
H: -2.13188 5.54474 1.60885  0.073
H: -0.45809 5.67036 1.07467  0.073
H: -1.11567 4.10347 1.49007  0.039
H: -2.37008 2.38078 0.79214  0.081
H: -4.76792 1.98284 1.07688  0.099
H: -5.86972 0.08253 -0.07577  0.091
H: -4.52796 -1.38269 -1.55498  0.095
H: -2.13770 -0.91073 -1.93546  0.093
H: 1.85427 4.72455 0.16039  0.066
H: 0.81796 5.47937 -1.04725  0.062
H: 2.52429 5.91391 -0.96384  0.071
H: 3.82177 5.14758 -2.56706  0.107
H: 5.11031 4.56546 -4.58014  0.069
H: 4.78566 3.05649 -5.44238  0.071
H: 5.78342 3.04698 -3.99168  0.078
H: 3.23613 1.36999 -4.43629  0.111
H: 1.77918 -0.09198 -3.79670  0.075
H: 0.20422 0.69455 -3.77322  0.067
H: 0.83723 0.00545 -2.30701  -0.017
H: -1.50921 1.80238 -3.12814  0.056
H: -0.42023 2.97382 -3.85815  0.076
H: -2.07841 2.83034 -4.46017  0.077
H: -3.27015 4.68373 -3.97857  0.112

---

- What is the formula in the first record?
  C45H40Cl2GeO2P2Tc